Record 1
DFT (ωB97M-V/def2-TZVPD) results for FH2N2O2S as an isolated structure.

CARTESIAN COORDINATES (ANGSTROEM)
S  -0.93253  -0.55956  -0.26917
F  0.74198  -1.78098  0.42354
O  -3.03509  0.40993  0.77905
O  0.22013  0.54700  -0.87507
N  -1.91670  0.57359  0.21400
N  1.55591  0.49875  -0.41190
H  1.81603  -0.49033  -0.42279
H  1.55028  0.80158  0.56235

Results
- Total charge: -1
- Calculated total energy: -759.1258 hartree
- Frontier orbital gap (spin up / spin down): 8.117 / 8.116 eV
- F_max: 2.5 eV/Å
- HOMO (spin up / spin down): -3.854 / -3.854 eV
- ΔE to the lowest compared entry with this formula, charge and spin: 2.480 eV



Record 2
DFT (ωB97M-V/def2-TZVPD) results for one molecule with the formula FH2NOS2.

CARTESIAN COORDINATES (ANGSTROEM)
S  1.45639  -0.07956  0.94974
S  -0.06485  -0.57187  -0.39119
F  -1.53670  0.97314  0.77114
O  -0.39199  -1.91088  -0.19583
N  -0.99998  0.61662  -0.45427
H  0.19716  -0.35379  -1.71440
H  1.33998  1.32633  1.03481

Results
- Calculated total energy: -1027.2527 hartree
- Frontier orbital gap: 9.940 eV
- SMILES: O=[S@H](S)=NF
- F_max: 3.2 eV/Å
- HOMO: -10.126 eV
- ΔE to the lowest compared entry with this formula, charge and spin: 1.048 eV



Record 3
DFT (ωB97M-V/def2-TZVPD) results for one molecule with the formula FH2O2P.

CARTESIAN COORDINATES (ANGSTROEM)
P  -0.01796  0.63122  0.11210
F  -0.11481  -2.04366  -0.68640
O  -0.69122  1.96413  0.17928
O  -0.61794  -1.28552  0.32242
H  0.57684  0.25343  -1.09219
H  0.86509  0.48040  1.16480

Results
- Calculated total energy: -592.7395 hartree
- Frontier orbital gap: 10.535 eV
- SMILES: O=[PH2]OF
- F_max: 4.4 eV/Å
- HOMO: -11.234 eV
- ΔE to the lowest compared entry with this formula, charge and spin: 6.587 eV



Record 4
DFT (ωB97M-V/def2-TZVPD) results for one molecule with the formula FH2O3PS.

CARTESIAN COORDINATES (ANGSTROEM)
S  0.09674  2.28443  -0.11112
P  -0.02707  0.36767  -0.26079
F  2.21583  -0.89576  0.16925
O  -1.12444  -0.25047  -1.25363
O  -0.43938  -0.31561  1.16929
O  1.28573  -0.61228  -0.82875
H  -0.02011  -0.57908  1.99994
H  -1.98729  0.00111  -0.88420

Results
- Calculated total energy: -1066.2774 hartree
- Frontier orbital gap: 9.745 eV
- SMILES: OP(O)(=S)OF
- F_max: 2.5 eV/Å
- HOMO: -9.723 eV
- ΔE to the lowest compared entry with this formula, charge and spin: 1.792 eV



Record 5
DFT (ωB97M-V/def2-TZVPD) results for a 2-piece molecular cluster, FH2PS overall.

CARTESIAN COORDINATES (ANGSTROEM)
S  0.54039  -0.11428  -1.55482
P  -0.03940  0.76442  1.23378
F  1.14022  -1.63398  -1.32762
H  -0.67737  -0.39002  1.36790
H  -0.96384  1.37387  0.28075

Results
- Calculated total energy: -840.4788 hartree
- Frontier orbital gap (spin up / spin down): 7.474 / 7.036 eV
- F_max: 3.7 eV/Å
- HOMO (spin up / spin down): -9.363 / -9.180 eV
- ΔE to the lowest compared entry with this formula, charge and spin: 3.799 eV



Record 6
DFT (ωB97M-V/def2-TZVPD) results for one molecule with the formula FH3N2O2S.

CARTESIAN COORDINATES (ANGSTROEM)
S  -0.79242  0.98847  -0.58629
F  -2.18814  -0.08440  -0.34230
O  -0.82878  1.72801  -1.83363
O  0.88157  0.16345  1.47806
N  0.63660  -0.84431  0.42605
N  0.31483  -0.27987  -0.75392
H  1.06506  -0.07560  -1.27423
H  -0.23254  -1.37137  0.61297
H  1.14382  -0.22439  2.27331

Results
- Calculated total energy: -759.7132 hartree
- Frontier orbital gap: 10.492 eV
- F_max: 4.5 eV/Å
- HOMO: -9.928 eV
- ΔE to the lowest compared entry with this formula, charge and spin: 2.302 eV



Record 7
DFT (ωB97M-V/def2-TZVPD) results for one molecule with the formula FH3N2O2S.

CARTESIAN COORDINATES (ANGSTROEM)
S  0.15790  0.52881  -0.11956
F  1.54032  -1.26127  0.26769
O  0.11129  0.33174  1.42060
O  -0.06084  1.76935  -0.82592
N  1.53415  -0.05645  -0.52090
N  -1.24861  -0.21922  -0.42472
H  0.89579  0.00941  1.73494
H  -1.58298  0.04217  -1.33336
H  -1.34701  -1.14456  -0.19878

Results
- Calculated total energy: -759.6944 hartree
- Frontier orbital gap: 10.498 eV
- SMILES: N[S@@](=O)(O)=NF
- F_max: 4.8 eV/Å
- HOMO: -10.001 eV
- ΔE to the lowest compared entry with this formula, charge and spin: 2.814 eV



Record 8
DFT (ωB97M-V/def2-TZVPD) results for one molecule with the formula FH3N2OS.

CARTESIAN COORDINATES (ANGSTROEM)
S  0.32905  -0.87208  2.61134
F  1.77083  1.05884  0.65949
O  -0.14863  0.31109  1.40102
N  0.13456  0.58817  -0.87263
N  0.58970  0.14328  0.29295
H  -0.44564  1.46008  -0.93995
H  0.90648  0.62781  -1.61084
H  1.28189  -0.03001  3.08059

Results
- Calculated total energy: -684.4192 hartree
- Frontier orbital gap: 9.734 eV
- SMILES: NN(F)OS
- F_max: 3.3 eV/Å
- HOMO: -9.770 eV
- ΔE to the lowest compared entry with this formula, charge and spin: 3.385 eV